Record 1
{"formula": "C4H6NP", "method": "ωB97M-V/def2-TZVPD", "symbols": ["C", "C", "C", "C", "N", "P", "H", "H", "H", "H", "H", "H"], "coordinates": [[1.776539, 1.038748, -0.748301], [-1.230600, 1.443620, 0.311470], [0.794568, -1.033668, 0.001885], [-0.692557, -1.292249, 0.029964], [1.274338, -0.028523, -0.605503], [-1.695764, 0.199112, -0.590682], [2.628583, 1.064525, -1.404804], [-1.747680, 2.396666, 0.302329], [-0.539646, 1.237603, 1.123369], [1.375262, -1.338044, 0.922511], [-1.101378, -2.192277, -0.534352], [-0.841661, -1.495513, 1.192113]], "atomic_forces_ev_per_a": [[1.71, 2.27, -0.49], [0.31, 0.51, 1.77], [-0.13, -0.51, 1.38], [-0.66, -0.87, 1.33], [-0.79, -2.12, 1.41], [-0.98, -1.81, -1.24], [0.20, 0.45, -0.90], [0.30, 0.01, -0.25], [0.14, 0.54, 0.01], [-0.54, 0.17, -1.30], [0.75, 0.96, 0.71], [-0.31, 0.40, -2.43]], "mulliken_charge": [-0.3840, -0.4372, -0.2194, -0.5266, 0.0523, -0.1013, 0.2462, 0.2897, 0.2484, 0.2510, 0.3081, 0.2728], "total_energy_ev": -15019.3598, "relative_energy_kj_mol": 365.2, "total_charge": 0, "fmax_ha_per_bohr": 0.05608}

***

Record 2
{"formula": "C4H6NS", "method": "ωB97M-V/def2-TZVPD", "symbols": ["C", "C", "C", "C", "N", "S", "H", "H", "H", "H", "H", "H"], "coordinates": [[-0.557233, 0.711160, -0.664871], [-1.239145, 1.228917, -1.783691], [1.019474, -1.040344, 0.283742], [0.405217, -0.413379, 1.464908], [-0.112415, -0.093167, 0.130611], [-0.055608, 0.325164, -3.039917], [-2.341382, 0.947829, -1.869731], [-0.992711, 2.364514, -1.858241], [2.066613, -0.772871, -0.095098], [0.722737, -1.984893, 0.029982], [-0.450856, -0.939106, 1.960505], [0.805291, 0.551649, 1.888411]], "atomic_forces_ev_per_a": [[-0.72, -1.26, -2.59], [0.10, 2.24, -1.06], [2.35, 1.94, -0.08], [-1.73, 1.33, 1.23], [1.69, 0.20, -0.57], [-0.97, 0.56, 2.48], [1.53, 0.46, 0.30], [-0.90, -1.89, -0.01], [-1.87, 0.11, 0.53], [-0.75, -2.43, -0.47], [1.43, 0.32, 0.24], [-0.16, -1.59, 0.02]], "mulliken_charge": [0.4013, -0.4309, -0.3549, -0.2223, -0.0737, -0.1208, 0.3502, 0.3126, 0.2659, 0.2775, 0.2949, 0.3001], "total_energy_ev": -16557.7210, "relative_energy_kj_mol": 468.0, "total_charge": 1, "fmax_ha_per_bohr": 0.05939}

***

Record 3
{"formula": "C4H6NS", "method": "ωB97M-V/def2-TZVPD", "symbols": ["C", "C", "C", "C", "N", "S", "H", "H", "H", "H", "H", "H"], "coordinates": [[-0.219861, 2.379651, -0.027250], [-0.771848, -0.937680, -0.105837], [-0.099895, 1.193575, -0.009360], [1.592639, -0.423615, -0.102581], [0.187930, -0.086501, -0.019213], [-2.496708, -0.477645, -0.088232], [-0.150056, 3.414068, 0.111397], [-0.634517, -2.080397, 0.121576], [1.514718, -1.412453, 0.151007], [2.032590, 0.275229, 0.598225], [1.885882, -0.206796, -1.142612], [-2.840869, -1.637433, 0.512878]], "atomic_forces_ev_per_a": [[0.39, -0.60, 0.29], [-2.77, -2.90, 1.90], [-0.50, 2.82, -0.24], [-0.34, 2.11, -0.93], [-1.14, -1.06, -0.95], [1.79, -0.31, 0.04], [-0.33, 0.94, -0.11], [0.42, 2.38, -0.95], [1.41, -2.61, 0.62], [0.78, -0.50, 0.11], [0.30, -0.35, 0.54], [-0.03, 0.09, -0.34]], "mulliken_charge": [-0.1377, 0.2425, -0.2227, -0.8210, -0.0179, -0.0673, 0.4794, 0.2901, 0.3258, 0.3648, 0.3367, 0.2273], "total_energy_ev": -16560.0475, "relative_energy_kj_mol": 243.5, "total_charge": 1, "fmax_ha_per_bohr": 0.08627}

***

Record 4
{"formula": "C4H6NS", "method": "ωB97M-V/def2-TZVPD", "symbols": ["C", "C", "C", "C", "N", "S", "H", "H", "H", "H", "H", "H"], "coordinates": [[-0.464650, -0.675165, 0.607165], [0.062492, -1.003134, 1.986364], [0.387621, 1.171702, -1.128539], [-0.654408, 0.307450, -1.726648], [-0.272022, 0.013301, -0.407059], [1.860944, -0.725546, 1.926030], [-0.249083, -0.305952, 2.830176], [-0.171722, -2.073645, 2.409712], [1.428997, 1.161208, -1.510947], [0.044683, 2.095610, -0.594723], [-1.778770, 0.555078, -1.923191], [-0.194083, -0.520908, -2.468340]], "atomic_forces_ev_per_a": [[1.25, 0.16, 0.89], [0.58, -1.13, 2.18], [-0.32, 1.43, 0.62], [-1.75, -1.73, -3.55], [1.14, -0.77, 1.71], [-1.28, 0.01, -0.89], [-0.54, -0.49, -1.50], [0.12, 1.95, -1.41], [-0.73, -0.48, 0.69], [0.50, -0.81, -0.79], [2.35, -0.15, 0.39], [-1.34, 2.01, 1.66]], "mulliken_charge": [0.3475, -0.4350, -0.3399, -0.3558, 0.0079, -0.0107, 0.3425, 0.3369, 0.2787, 0.2628, 0.2971, 0.2680], "total_energy_ev": -16556.7797, "relative_energy_kj_mol": 558.8, "total_charge": 1, "fmax_ha_per_bohr": 0.08390}

***

Record 5
{"formula": "C4H6O", "method": "ωB97M-V/def2-TZVPD", "symbols": ["C", "C", "C", "C", "O", "H", "H", "H", "H", "H", "H"], "coordinates": [[-1.047070, 1.926273, 0.353234], [-0.668521, 0.779395, 0.259435], [-0.216287, -0.584540, 0.156962], [0.854322, -0.489517, -0.895432], [0.389790, -1.109013, 1.303815], [-1.531141, 2.846138, 0.593109], [-1.019311, -1.250461, -0.182793], [1.145739, -1.478501, -1.266686], [1.767845, 0.038933, -0.602934], [0.408546, 0.117526, -1.794560], [-0.083913, -0.796233, 2.075849]], "atomic_forces_ev_per_a": [[0.08, -1.29, 0.27], [-1.43, 2.04, 1.05], [0.83, -0.03, -0.87], [-0.09, 0.35, -3.10], [0.09, -0.12, 0.73], [0.25, 0.06, -0.26], [-0.05, 0.21, -0.01], [-0.04, 0.13, 0.07], [-0.43, -0.05, 0.40], [0.89, -1.28, 1.48], [-0.11, -0.02, 0.23]], "mulliken_charge": [0.2021, -0.8117, 0.4329, -1.2277, -0.5167, 0.4563, 0.1709, 0.3428, 0.3196, 0.3046, 0.3268], "total_energy_ev": -6290.2594, "smiles": "C#C[C@@H](C)O", "relative_energy_kj_mol": 160.0, "total_charge": 0, "fmax_ha_per_bohr": 0.06068}

***

Record 6
{"formula": "C4H6O", "method": "ωB97M-V/def2-TZVPD", "symbols": ["C", "C", "C", "C", "O", "H", "H", "H", "H", "H", "H"], "coordinates": [[-0.621095, 1.021946, 0.107890], [-0.700272, -0.471099, -0.150173], [0.654759, -1.176678, -0.048827], [1.716917, -0.196387, 0.022479], [2.628038, 0.670526, 0.147848], [0.223856, 1.306836, 0.711758], [-1.426617, 1.335087, 0.573132], [-0.630500, 1.521876, -0.893145], [-1.137653, -0.784591, -1.012303], [-1.414997, -0.992645, 0.486859], [0.707562, -2.234870, 0.054486]], "atomic_forces_ev_per_a": [[2.52, -1.22, -3.74], [1.24, -0.84, 2.63], [2.99, 5.55, 0.36], [2.07, 0.22, 0.72], [-5.61, -5.28, -0.92], [0.33, 0.14, 0.00], [-4.10, 1.57, 2.35], [0.48, -0.01, 0.92], [-0.99, 0.03, -3.34], [0.26, 0.20, 1.09], [0.81, -0.36, -0.07]], "mulliken_charge": [-1.2345, -0.3763, -0.5267, 0.4502, -0.4720, 0.3649, 0.4145, 0.2712, 0.3948, 0.3169, 0.3969], "total_energy_ev": -6289.9774, "smiles": "CCC=C=O", "relative_energy_kj_mol": 187.2, "total_charge": 0, "fmax_ha_per_bohr": 0.15081}

***

Record 7
{"formula": "C4H6O", "method": "ωB97M-V/def2-TZVPD", "symbols": ["C", "C", "C", "O", "C", "H", "H", "H", "H", "H", "H"], "coordinates": [[0.143086, 1.151602, -0.278022], [-0.193864, 0.124993, 0.753597], [-0.744038, -1.009067, -0.133490], [0.565967, -1.348810, -0.626589], [1.027699, -0.158837, -0.039114], [0.682573, 2.047921, -0.000993], [-0.681252, 1.438073, -0.958959], [-0.403622, 0.293929, 1.799923], [-1.270962, -0.527455, -0.961993], [-1.233825, -1.876638, 0.307095], [2.108236, -0.135711, 0.138545]], "atomic_forces_ev_per_a": [[0.37, 0.10, 0.04], [-0.16, -0.07, 0.27], [-0.44, -0.12, 0.10], [0.00, 0.23, -0.32], [0.25, 0.83, -0.52], [0.16, -0.11, 0.46], [0.92, -0.74, -0.26], [0.13, -0.10, 0.05], [-0.63, -0.65, 0.13], [-0.09, 0.20, -0.02], [-0.51, 0.44, 0.09]], "mulliken_charge": [-0.7534, -0.2753, -0.2109, -0.4125, -0.0256, 0.2559, 0.2163, 0.3895, 0.1611, 0.2994, 0.3555], "total_energy_ev": -6289.6123, "relative_energy_kj_mol": 222.5, "total_charge": 0, "fmax_ha_per_bohr": 0.02358}

***

Record 8
{"formula": "C4H6O", "method": "ωB97M-V/def2-TZVPD", "symbols": ["O", "C", "C", "C", "C", "H", "H", "H", "H", "H", "H"], "coordinates": [[2.233599, -0.040034, -0.079636], [1.056102, -0.021707, -0.036852], [0.103044, 1.056348, -0.031495], [-1.014799, 0.013418, -0.115722], [0.059383, -1.084115, -0.023686], [0.254905, 1.593839, 0.932692], [0.273021, 1.799030, -0.792365], [-1.512238, 0.017615, 0.883524], [-1.660563, 0.036424, -0.932714], [0.118255, -1.498597, 0.986758], [0.089287, -1.872221, -0.790502]], "atomic_forces_ev_per_a": [[2.38, -0.03, 0.07], [1.34, -0.58, -1.06], [-0.38, 2.41, 0.95], [0.17, 0.13, 3.32], [-0.98, -1.79, -0.05], [-0.68, -0.19, -0.44], [-0.18, 0.20, -0.53], [-0.53, 0.07, -1.20], [-1.03, 0.01, -1.21], [-0.30, -0.49, -0.18], [0.19, 0.26, 0.35]], "mulliken_charge": [-0.5626, 0.3761, -0.4158, -0.5549, -0.3847, 0.2011, 0.2897, 0.1803, 0.3784, 0.1945, 0.2980], "total_energy_ev": -6291.3312, "smiles": "O=C1CCC1", "relative_energy_kj_mol": 56.6, "total_charge": 0, "fmax_ha_per_bohr": 0.06467}

***

Record 9
{"formula": "C4H6O", "method": "ωB97M-V/def2-TZVPD", "symbols": ["O", "C", "C", "C", "C", "H", "H", "H", "H", "H", "H"], "coordinates": [[2.615434, -0.290315, 0.085516], [1.449221, -0.364680, -0.215243], [0.296800, 0.105032, 0.624830], [-0.730864, 0.903957, -0.160150], [-0.949555, -0.557974, 0.084304], [0.962967, -0.886630, -1.173754], [0.498952, 0.300300, 1.682439], [-1.300958, 1.706505, 0.318535], [-0.440756, 1.151536, -1.176963], [-1.748749, -0.959363, 0.711734], [-0.655466, -1.183710, -0.779603]], "atomic_forces_ev_per_a": [[-1.01, -0.30, -0.74], [-0.16, -0.15, -0.01], [0.16, -0.16, -0.12], [0.08, -0.07, -0.31], [-0.28, -0.13, -0.03], [1.76, 0.87, 1.00], [-0.24, -0.07, -0.47], [0.21, -0.63, 0.09], [-0.03, 0.11, 0.08], [0.40, 0.35, -0.11], [-0.90, 0.19, 0.62]], "mulliken_charge": [-0.4819, 0.0238, 0.0219, -0.4205, -0.5769, 0.1521, 0.3894, 0.2566, 0.2198, 0.2632, 0.1524], "total_energy_ev": -6291.1239, "smiles": "O=CC1CC1", "relative_energy_kj_mol": 76.6, "total_charge": 0, "fmax_ha_per_bohr": 0.04288}

***

Record 10
{"formula": "C4H6O", "method": "ωB97M-V/def2-TZVPD", "symbols": ["O", "C", "C", "C", "C", "H", "H", "H", "H", "H", "H"], "coordinates": [[2.596141, 0.272636, 0.156598], [1.434133, -0.043570, 0.001386], [0.405916, -0.521690, 0.824066], [-0.671249, 0.732481, -0.624770], [-0.935673, -0.480954, 0.155511], [0.937271, 0.072429, -1.062327], [0.554726, -0.774446, 1.871999], [-0.636707, 1.679097, -0.097798], [-0.779561, 0.794467, -1.704892], [-1.690869, -0.280137, 0.926710], [-1.244103, -1.361553, -0.416625]], "atomic_forces_ev_per_a": [[-0.33, -0.10, -0.04], [0.04, 0.09, 0.09], [0.12, 0.00, 0.06], [-0.12, 0.08, -0.03], [0.01, 0.01, -0.09], [0.09, -0.05, 0.01], [-0.03, 0.03, -0.16], [0.01, -0.16, -0.04], [0.05, -0.03, 0.16], [0.10, -0.01, -0.07], [0.06, 0.14, 0.10]], "mulliken_charge": [-0.5595, 0.1029, -0.3436, -0.7265, -0.2105, 0.2016, 0.3739, 0.2806, 0.3852, 0.2669, 0.2289], "total_energy_ev": -6288.6829, "relative_energy_kj_mol": 312.1, "total_charge": 0, "fmax_ha_per_bohr": 0.00686}